# 1
{"formula": "H27O14", "method": "ωB97M-V/def2-TZVPD", "charge": -1, "orbital_gap_ev": 9.39, "largest_force_ev_per_a": 10.660, "relative_energy_kcal_mol": 136.5, "symbols": ["O", "H", "O", "H", "H", "O", "H", "H", "O", "H", "H", "O", "H", "H", "O", "H", "H", "O", "H", "H", "O", "H", "H", "O", "H", "H", "O", "H", "H", "O", "H", "H", "O", "H", "H", "O", "H", "H", "O", "H", "H"], "coordinates": [[1.267, 0.832, -2.224], [1.022, 0.900, -3.175], [-0.367, -1.377, -2.120], [0.410, -3.687, -0.774], [-0.717, 2.118, -3.603], [-3.708, 1.490, -1.394], [0.634, 2.610, -3.007], [1.083, -0.689, 0.434], [0.567, -0.097, 1.040], [-0.313, 1.437, -0.084], [-2.247, -0.532, 2.586], [-0.629, 2.260, 0.317], [-2.934, -0.011, 3.819], [0.582, -1.586, 2.346], [0.620, -2.521, 2.481], [-0.683, -2.013, 0.052], [-1.631, -0.609, -4.404], [-2.085, -0.042, 3.330], [3.479, -1.365, 1.887], [0.904, -3.038, 1.508], [0.142, 2.434, -3.872], [-3.732, 1.171, -2.318], [1.986, -0.396, 3.898], [4.421, -1.514, 1.879], [4.706, -2.258, 1.360], [-3.399, 0.680, -0.848], [-1.307, -1.478, 0.558], [-1.137, -1.896, 1.506], [-0.185, -0.743, 0.903], [-1.322, 0.193, -3.824], [-0.566, 2.132, 1.268], [0.797, -0.376, 4.656], [0.492, -3.056, -0.024], [1.426, 4.308, -0.546], [-1.190, -0.318, -2.924], [1.604, 0.145, 4.733], [-0.795, -2.230, -1.768], [0.842, 0.351, -1.613], [0.950, 5.176, -0.483], [0.652, -1.427, -1.643], [0.361, 5.018, 0.087]], "mulliken_charge": [-0.69, 0.43, -0.72, 0.16, 0.33, -0.63, 0.37, 0.40, -0.92, 0.37, 0.30, -0.63, 0.28, 0.13, -0.72, 0.14, 0.28, -0.54, 0.36, 0.40, -0.71, 0.30, 0.34, -0.66, 0.30, 0.32, -0.61, 0.52, 0.38, -0.71, 0.32, 0.33, -0.94, 0.33, 0.45, -0.66, 0.29, 0.23, -0.59, 0.41, 0.26]}

# 2
{"formula": "H28N7O35Zn2", "method": "ωB97M-V/def2-TZVPD", "charge": -3, "orbital_gap_ev": 1.66, "largest_force_ev_per_a": 7.054, "symbols": ["Zn", "Zn", "N", "O", "O", "O", "N", "O", "O", "O", "N", "O", "O", "O", "N", "O", "O", "O", "N", "O", "O", "O", "N", "O", "O", "O", "N", "O", "O", "O", "O", "H", "H", "O", "H", "H", "O", "H", "H", "O", "H", "H", "O", "H", "H", "O", "H", "H", "O", "H", "H", "O", "H", "H", "O", "H", "H", "O", "H", "H", "O", "H", "H", "O", "H", "H", "O", "H", "H", "O", "H", "H"], "coordinates": [[-2.949, -3.948, 1.893], [0.152, -0.864, 0.023], [2.656, 4.495, -0.186], [3.318, 5.254, 0.491], [2.346, 4.853, -1.361], [2.485, 3.334, 0.282], [-0.240, -2.300, 2.634], [0.337, -2.588, 3.662], [-1.269, -2.825, 2.296], [0.320, -1.519, 1.910], [0.351, 2.886, 3.752], [1.068, 3.896, 3.452], [-0.377, 3.032, 4.688], [0.361, 1.877, 3.136], [-2.166, -2.932, -1.028], [-1.106, -2.415, -0.773], [-2.592, -2.830, -2.139], [-2.795, -3.500, -0.115], [2.984, -2.526, -0.585], [1.814, -2.172, -0.439], [3.711, -1.776, -1.171], [3.426, -3.635, -0.206], [-3.840, 0.763, 2.645], [-2.822, 0.255, 3.000], [-4.712, 1.037, 3.425], [-3.762, 1.473, 1.653], [-3.439, 1.684, -3.862], [-4.504, 0.994, -3.777], [-2.349, 1.148, -3.583], [-3.500, 2.891, -4.195], [-0.061, -0.095, -1.834], [0.013, 0.835, -2.045], [-0.055, -0.535, -2.685], [-0.482, -3.261, -3.696], [-1.311, -3.081, -3.253], [-0.441, -2.615, -4.402], [3.373, -2.915, 2.437], [3.163, -3.431, 1.659], [2.541, -2.834, 2.904], [0.347, 2.735, -1.961], [1.099, 3.265, -1.697], [-0.394, 3.120, -1.492], [1.718, -4.418, -2.545], [1.955, -4.061, -1.689], [0.913, -3.957, -2.782], [-1.967, 4.132, 0.945], [-1.696, 3.389, 1.484], [-2.306, 3.735, 0.142], [-3.993, -0.177, -1.051], [-4.795, 0.256, -0.757], [-3.940, 0.025, -1.985], [3.549, -1.222, -3.963], [3.575, -1.525, -3.055], [4.034, -0.397, -3.955], [1.155, 0.723, 0.647], [1.737, 1.316, 0.172], [0.732, 1.276, 1.304], [3.604, 2.051, 2.352], [4.446, 2.371, 2.029], [2.959, 2.645, 1.968], [-4.109, -2.264, 2.118], [-3.856, -1.485, 2.613], [-4.733, -1.941, 1.468], [-1.642, 0.028, 0.285], [-1.862, 0.152, 1.208], [-2.489, -0.068, -0.152], [3.289, 1.931, -3.140], [3.106, 2.036, -2.206], [3.985, 1.275, -3.176], [2.286, -0.124, 4.159], [2.124, -1.012, 4.480], [1.519, 0.081, 3.625]], "mulliken_charge": [0.69, 1.22, 0.86, -0.69, -0.72, -0.50, 0.39, -0.62, -0.19, 0.03, 0.81, -0.64, -0.68, -0.51, 1.26, -0.57, -0.77, -0.56, 0.88, -0.42, -0.89, -0.77, 0.95, -0.63, -0.75, -0.57, 0.89, -0.74, -0.49, -0.65, 0.32, 0.09, 0.16, -0.72, 0.37, 0.26, -0.67, 0.34, 0.28, -0.58, 0.13, 0.22, -0.72, 0.36, 0.44, -0.66, 0.29, 0.34, -0.49, 0.24, 0.20, -0.62, 0.47, 0.21, 0.35, 0.07, 0.02, -0.58, 0.24, 0.40, -0.42, 0.33, 0.34, 0.71, -0.20, -0.14, -0.58, 0.32, 0.25, -0.59, 0.27, 0.29]}

# 3
{"formula": "H28O14", "method": "ωB97M-V/def2-TZVPD", "orbital_gap_ev": 9.64, "largest_force_ev_per_a": 3.219, "relative_energy_kcal_mol": 120.2, "symbols": ["H", "H", "H", "H", "H", "H", "H", "H", "H", "H", "H", "H", "H", "H", "H", "H", "H", "H", "H", "H", "H", "H", "H", "H", "H", "H", "H", "H", "O", "O", "O", "O", "O", "O", "O", "O", "O", "O", "O", "O", "O", "O"], "coordinates": [[-0.108, 0.582, 0.261], [0.891, 1.411, -0.531], [0.213, -3.397, 0.985], [1.011, -2.395, 1.579], [-3.537, 3.698, -2.497], [-3.657, 2.233, -1.923], [4.460, -2.058, -0.253], [3.608, -1.016, -1.116], [1.996, -0.218, -1.278], [0.999, -1.195, -0.519], [-2.273, 0.499, -0.326], [-3.335, 1.389, 0.455], [-4.044, -3.011, -1.593], [-3.615, -1.975, -0.661], [-0.403, -1.330, 3.572], [0.665, -0.819, 2.692], [2.301, -0.188, 2.352], [2.326, -1.213, 1.252], [2.194, -2.094, -2.440], [1.797, -3.598, -2.510], [5.639, 3.254, -0.023], [4.570, 3.753, 1.077], [-4.451, 0.720, 2.299], [-3.100, 0.211, 1.895], [0.652, 3.886, -0.315], [-0.993, 3.759, 0.008], [-2.855, -3.232, 0.181], [-1.539, -2.527, -0.099], [-0.014, 1.489, -0.186], [0.671, -2.585, 0.748], [-3.075, 2.777, -2.508], [4.412, -1.094, -0.578], [1.207, -0.707, -1.393], [-2.374, 1.355, 0.130], [-3.597, -2.159, -1.573], [-0.316, -0.785, 2.815], [2.581, -1.147, 2.152], [1.825, -2.749, -2.986], [4.747, 3.565, 0.193], [-3.529, 0.861, 2.493], [-0.239, 4.335, -0.162], [-2.225, -2.548, 0.540]], "mulliken_charge": [0.24, 0.30, 0.27, 0.22, 0.32, 0.29, 0.33, 0.26, 0.31, 0.43, 0.30, 0.28, 0.30, 0.33, 0.26, 0.25, 0.39, 0.37, 0.33, 0.29, 0.32, 0.31, 0.31, 0.33, 0.29, 0.34, 0.26, 0.40, -0.53, -0.61, -0.61, -0.65, -0.66, -0.60, -0.61, -0.50, -0.72, -0.59, -0.62, -0.62, -0.65, -0.65]}

# 4
{"formula": "H28O14", "method": "ωB97M-V/def2-TZVPD", "orbital_gap_ev": 9.40, "largest_force_ev_per_a": 6.184, "relative_energy_kcal_mol": 171.7, "symbols": ["H", "H", "H", "H", "H", "H", "H", "H", "H", "H", "H", "H", "H", "H", "H", "H", "H", "H", "H", "H", "H", "H", "H", "H", "H", "H", "H", "H", "O", "O", "O", "O", "O", "O", "O", "O", "O", "O", "O", "O", "O", "O"], "coordinates": [[0.176, 0.125, -0.114], [-1.121, 0.387, 0.633], [-3.904, 1.177, -2.673], [-5.059, 0.413, -2.048], [3.040, -3.532, -2.106], [3.469, -2.246, -1.419], [4.561, -0.729, -1.974], [3.792, -0.253, -0.752], [-1.218, 1.274, -3.017], [-0.847, 2.564, -2.303], [-2.827, -1.394, -0.212], [-1.508, -2.114, -0.438], [3.998, 1.282, 0.516], [5.342, 1.756, -0.011], [-1.601, 2.542, 0.947], [-0.089, 2.413, 1.043], [1.152, -1.421, 3.618], [2.263, -0.433, 3.931], [-4.003, -4.620, -0.289], [-3.378, -3.283, 0.075], [-0.403, -1.371, 1.768], [-1.902, -1.378, 2.020], [-0.347, 0.927, 2.143], [0.860, 0.242, 2.763], [-1.678, 5.306, -0.295], [-2.290, 3.927, -0.107], [1.230, -1.458, -2.361], [1.372, -1.417, -0.848], [-0.261, -0.037, 0.730], [-4.200, 0.797, -1.839], [3.099, -2.580, -2.244], [4.607, -0.697, -1.012], [-0.479, 1.719, -2.586], [-1.990, -1.315, -0.682], [4.486, 1.425, -0.303], [-0.792, 3.066, 0.950], [1.344, -0.634, 4.139], [-4.230, -3.708, -0.074], [-1.142, -1.966, 1.939], [-0.012, 0.589, 2.982], [-1.442, 4.376, -0.208], [1.128, -0.871, -1.604]], "mulliken_charge": [0.29, 0.26, 0.30, 0.30, 0.29, 0.35, 0.35, 0.36, 0.27, 0.30, 0.25, 0.30, 0.29, 0.30, 0.32, 0.25, 0.34, 0.30, 0.30, 0.31, 0.37, 0.32, 0.22, 0.33, 0.21, 0.32, 0.31, 0.23, -0.43, -0.59, -0.61, -0.68, -0.57, -0.54, -0.63, -0.53, -0.68, -0.62, -0.65, -0.63, -0.50, -0.69]}

# 5
{"formula": "H28O14", "method": "ωB97M-V/def2-TZVPD", "orbital_gap_ev": 10.39, "largest_force_ev_per_a": 4.550, "relative_energy_kcal_mol": 131.3, "symbols": ["H", "H", "H", "H", "H", "H", "H", "H", "H", "H", "H", "H", "H", "H", "H", "H", "H", "H", "H", "H", "H", "H", "H", "H", "H", "H", "H", "H", "O", "O", "O", "O", "O", "O", "O", "O", "O", "O", "O", "O", "O", "O"], "coordinates": [[0.728, -0.060, -0.899], [-0.170, -0.367, 0.323], [-1.643, 3.684, 3.073], [-1.955, 2.237, 3.030], [-1.701, -0.080, 0.748], [-1.941, 1.279, 1.551], [-5.043, 0.547, -0.979], [-4.580, -0.835, -1.130], [3.026, -3.567, -0.687], [3.301, -5.031, -0.747], [-0.263, -3.707, 0.633], [-1.598, -3.323, -0.240], [-0.606, -0.971, -2.974], [-1.499, -2.082, -2.504], [4.188, -0.392, 1.933], [3.620, -0.438, 3.385], [0.886, 4.344, -1.763], [2.147, 4.900, -1.297], [3.119, 1.334, 0.966], [2.409, 1.003, -0.335], [4.222, -0.391, -0.369], [4.048, -1.748, -1.008], [1.238, 1.425, -1.733], [0.328, 2.654, -1.409], [-4.635, -1.607, 1.085], [-3.486, -2.251, 1.816], [-0.890, 1.541, -0.803], [-2.085, 2.068, -0.380], [-0.189, -0.301, -0.593], [-1.957, 3.039, 2.447], [-1.994, 0.257, 1.581], [-5.298, -0.220, -1.403], [3.539, -4.287, -0.143], [-1.210, -3.319, 0.617], [-0.576, -1.892, -2.599], [3.955, 0.205, 2.685], [1.232, 4.711, -0.978], [2.861, 1.769, 0.185], [3.843, -1.231, -0.208], [0.745, 2.124, -2.108], [-4.417, -2.221, 1.769], [-1.700, 1.199, -0.540]], "mulliken_charge": [0.11, 0.39, 0.30, 0.31, 0.21, 0.52, 0.31, 0.28, 0.29, 0.33, 0.30, 0.29, 0.31, 0.28, 0.35, 0.33, 0.31, 0.32, 0.31, 0.32, 0.32, 0.29, 0.13, 0.39, 0.30, 0.31, 0.35, 0.25, -0.53, -0.66, -0.63, -0.61, -0.61, -0.59, -0.61, -0.68, -0.62, -0.56, -0.64, -0.62, -0.61, -0.56]}

# 6
{"formula": "H28O14Xe", "method": "ωB97M-V/def2-TZVPD", "orbital_gap_ev": 9.02, "largest_force_ev_per_a": 0.741, "relative_energy_kcal_mol": 17.5, "symbols": ["Xe", "O", "H", "H", "O", "H", "H", "O", "H", "H", "O", "H", "H", "O", "H", "H", "O", "H", "H", "O", "H", "H", "O", "H", "H", "O", "H", "H", "O", "H", "H", "O", "H", "H", "O", "H", "H", "O", "H", "H", "O", "H", "H"], "coordinates": [[0.361, -0.266, -0.356], [-0.589, -2.149, 2.838], [-0.686, -2.904, 3.419], [-0.868, -1.402, 3.367], [3.631, -1.782, -2.317], [3.736, -2.091, -1.417], [2.993, -2.382, -2.704], [4.149, -2.109, 0.572], [4.982, -2.320, 0.993], [3.579, -1.835, 1.290], [1.418, 2.967, -0.695], [1.493, 3.913, -0.819], [1.355, 2.853, 0.254], [0.907, 2.532, 2.025], [1.005, 3.357, 2.502], [1.594, 1.968, 2.378], [0.177, 2.898, -3.254], [0.687, 3.583, -3.686], [0.474, 2.915, -2.345], [-2.847, 2.319, -0.410], [-2.437, 2.036, 0.408], [-3.635, 1.780, -0.482], [-2.474, -1.677, -1.831], [-2.035, -2.228, -1.183], [-3.201, -1.277, -1.353], [1.734, 0.455, -3.755], [2.609, 0.648, -3.419], [1.240, 1.263, -3.614], [-3.476, -0.677, 1.982], [-3.668, -0.128, 1.221], [-2.634, -1.084, 1.778], [-2.710, 0.380, -3.676], [-2.365, -0.329, -3.132], [-2.127, 1.120, -3.503], [-1.836, 1.843, 2.209], [-0.936, 2.166, 2.260], [-1.852, 1.086, 2.795], [2.316, -1.796, 3.005], [1.370, -1.725, 2.876], [2.419, -1.952, 3.944], [-1.642, -3.311, 0.455], [-0.880, -3.797, 0.139], [-1.331, -2.861, 1.241]], "mulliken_charge": [0.03, -0.70, 0.32, 0.30, -0.57, 0.32, 0.31, -0.63, 0.29, 0.30, -0.65, 0.30, 0.33, -0.76, 0.33, 0.31, -0.62, 0.30, 0.39, -0.54, 0.34, 0.30, -0.62, 0.30, 0.30, -0.60, 0.29, 0.33, -0.61, 0.26, 0.25, -0.64, 0.38, 0.31, -0.63, 0.38, 0.27, -0.61, 0.37, 0.29, -0.63, 0.33, 0.34]}